Entry 1:
Computed, not measured: C18H13FN2O3S in the gas phase, with ωB97M-V/def2-TZVPD.

Geometry as ORCA input:
```
! RIJCOSX wB97M-V def2-TZVPD def2/J DEFGRID3
* xyz 0 1
C 2.2226 0.4515 -4.4484
N 1.6811 -0.3716 -3.4012
C 0.6443 -0.0263 -2.5644
C -0.1506 1.0880 -2.4437
C -1.1351 1.0668 -1.4383
C -1.3325 0.0060 -0.5894
C -0.5431 -1.1641 -0.6896
C 0.4285 -1.1154 -1.6910
C 1.3307 -2.1473 -1.9853
C 1.2751 -3.3029 -1.2470
C 0.3033 -3.3827 -0.2310
C -0.5819 -2.3664 0.0528
H -1.3148 -2.4766 0.8371
H 0.2506 -4.2908 0.3513
H 1.9452 -4.1277 -1.4329
C 2.1589 -1.6523 -3.1154
O 3.0662 -2.1833 -3.7096
S -2.6329 0.2207 0.6142
O -2.7266 -0.9119 1.4859
O -3.8118 0.6825 -0.0515
N -2.0834 1.5679 1.4660
C -1.1862 1.4960 2.5180
C -0.2412 0.4794 2.6112
C 0.6585 0.4530 3.6624
C 0.6456 1.4387 4.6341
C -0.2812 2.4655 4.5569
C -1.1778 2.4777 3.5111
F -2.0899 3.4802 3.4292
H -0.3222 3.2495 5.2963
H 1.3502 1.4124 5.4500
H 1.3784 -0.3489 3.7187
H -0.2301 -0.2950 1.8636
H -2.7739 2.3008 1.5337
H -1.7843 1.9205 -1.3211
H -0.0453 1.9513 -3.0804
H 3.0227 -0.1133 -4.9260
H 2.6277 1.3790 -4.0390
H 1.4550 0.6891 -5.1874
*
```

Summary:
ΔE to the lowest compared entry with this formula, charge and spin	0.0	kJ/mol
structure (SMILES)	CN1C(=O)c2cccc3c(S(=O)(=O)Nc4ccccc4F)ccc1c23
lowest unoccupied orbital energy	-0.873	eV

Mulliken atomic charge list, values in e, 2 entries: atom 1 (C): -1.108, atom 2 (N): 0.054

=====

Entry 2:
Computed, not measured: a molecular structure, C18H13IrN4O6 in a non-equilibrium geometry, with ωB97M-V/def2-TZVPD.

Geometry as ORCA input:
```
! RIJCOSX wB97M-V def2-TZVPD def2/J DEFGRID3
* xyz 1 6
Ir 0.3115 0.1290 0.5080
O -5.2927 1.2745 -1.9769
C -4.3390 1.1107 -1.2844
C -4.2468 0.5264 0.1017
O -5.1654 0.0211 0.7261
C -2.8024 0.5233 0.4859
C -2.1070 1.0729 -0.6005
O -0.7952 1.2517 -0.5250
C -2.9318 1.3579 -1.7605
O -2.6270 1.7122 -2.9228
O -2.0346 0.1144 1.3979
C 3.5525 -2.1026 3.7373
N 2.5064 -1.0730 3.5896
C 2.1423 -0.3862 4.7648
C 1.1421 0.5133 4.7258
C 0.3505 0.6208 3.5543
N 0.7581 0.0181 2.4306
C 1.8274 -0.8570 2.4154
O 2.2256 -1.2127 1.2776
N -0.7098 1.4160 3.5960
H 4.2978 -1.6718 4.4373
H 4.0099 -2.3907 2.7890
H 3.1192 -2.9738 4.2397
H 2.8690 -0.6021 5.5570
H 0.9022 1.0991 5.6241
H -1.0408 1.7339 4.4861
H -1.3424 1.4583 2.7910
C 0.3552 -1.2843 -1.1488
C 0.4609 -0.7740 -2.5572
C 1.5770 -0.0942 -3.1062
C 1.5225 0.4169 -4.3761
C 0.2962 0.5037 -5.0857
C -0.7978 -0.2693 -4.6185
C -0.7054 -0.7347 -3.3496
C 0.1777 1.6034 -5.9611
N 0.2171 2.5789 -6.6151
H 1.1906 -1.9882 -0.8872
H -0.5783 -1.7729 -0.9916
H 2.4652 0.0219 -2.4972
H 2.4534 0.8065 -4.7950
H -1.6618 -0.4903 -5.2843
H -1.5520 -1.2069 -2.8915
*
```

Summary:
<S²>	8.8135
lowest unoccupied orbital energy (alpha / beta)	-4.113 / -6.768	eV

Mulliken atomic charge list, values in e, 2 entries: atom 1 (Ir): 1.062, atom 2 (O): -0.429

=====

Entry 3:
Computed, not measured: a molecular structure, C18H13N5O11RhS2 in a non-equilibrium geometry, with ωB97M-V/def2-TZVPD.

Geometry as ORCA input:
```
! RIJCOSX wB97M-V def2-TZVPD def2/J DEFGRID3
* xyz -1 5
Rh 1.2185 -1.0015 -0.0943
O -0.9735 1.4856 -2.5069
C -0.4108 1.2549 -1.4470
O -0.5332 0.1672 -0.7782
C 0.3694 2.3534 -0.7436
C -0.1678 3.6089 -0.7137
C 0.3994 4.6167 0.0872
C 1.4817 4.3044 0.9000
C 2.0722 3.0595 0.8409
C 1.5948 2.0233 -0.0482
O 2.1891 0.9211 -0.1689
N 3.1640 2.8025 1.7256
O 3.9718 1.9472 1.4456
O 3.2129 3.4765 2.7468
N -0.1750 5.9041 0.1127
O -1.1663 6.1047 -0.5802
O 0.3259 6.7615 0.8316
H -1.0529 3.8197 -1.2966
H 1.8700 5.0403 1.5882
O 2.9775 -4.4391 1.7367
C 2.5938 -3.6037 0.9813
O 2.8748 -2.5617 0.4447
C 0.9238 -4.1031 0.2973
O 0.9010 -5.2738 0.0461
O 0.2335 -3.1116 0.1960
S 1.0257 -0.8791 2.2842
C -0.5435 -0.2827 2.5153
N -0.8412 0.9664 2.0313
C -1.9707 1.6250 2.3583
C -2.9044 1.0408 3.1577
C -2.6845 -0.2792 3.6159
C -1.5136 -0.9199 3.3022
H -0.2098 1.3528 1.3350
H -2.0617 2.6275 1.9713
H -3.7965 1.5775 3.4268
H -3.4313 -0.7697 4.2201
H -1.2919 -1.9138 3.6544
C -1.4818 -1.4376 -3.2266
N -0.8211 -2.7064 -3.1167
C -1.3901 -3.9336 -3.3194
C -0.4565 -4.8816 -3.0665
N 0.6918 -4.2197 -2.7264
C 0.4599 -2.8820 -2.7275
S 1.6424 -1.7135 -2.4474
H -2.5458 -1.5945 -3.3833
H -1.0652 -0.8518 -4.0471
H -1.3290 -0.8650 -2.3055
H -2.4135 -4.0341 -3.6167
H -0.5120 -5.9504 -3.0964
H 1.5497 -4.6325 -2.3963
*
```

Summary:
ΔE to the lowest compared entry with this formula, charge and spin	122.0	kJ/mol
<S²>	6.0199
lowest unoccupied orbital energy (alpha / beta)	1.791 / 1.433	eV

Mulliken atomic charge list, values in e, 2 entries: atom 1 (Rh): 1.671, atom 2 (O): -0.763

=====

Entry 4:
Computed, not measured: a molecular structure, C18H14AsF8I2N3OV, with ωB97M-V/def2-TZVPD.

Geometry as ORCA input:
```
! RIJCOSX wB97M-V def2-TZVPD def2/J DEFGRID3
* xyz 2 2
V 0.2618 0.9788 0.1989
I -1.6891 2.5480 1.2044
C -1.4078 4.4198 0.1539
I -2.1849 4.4373 -1.7946
H -0.3383 4.5902 0.1489
H -1.9315 5.1313 0.7831
F 4.4452 2.8257 2.6767
C 3.4785 1.9244 2.6813
C 2.5405 1.9562 1.6543
C 1.5347 1.0009 1.6903
C 1.4320 0.0499 2.7140
C 2.4133 0.0579 3.6912
F 2.3639 -0.8230 4.6854
C 3.4452 0.9832 3.6900
C 0.2203 -0.7619 2.6694
C -0.1704 -1.7334 3.5767
C -1.4088 -2.3360 3.4229
C -2.2305 -1.9547 2.3706
C -1.7689 -1.0053 1.4873
N -0.5637 -0.4200 1.6184
H 2.6360 2.7100 0.8892
H 4.1933 0.9745 4.4716
H 0.4797 -2.0014 4.3939
H -1.7336 -3.0908 4.1267
H -3.2108 -2.3862 2.2291
H -2.3770 -0.6964 0.6483
N -1.7303 -4.0275 -4.4348
C -2.4324 -3.0133 -3.8890
O -3.6073 -2.7971 -4.0709
C -1.6908 -2.1155 -2.9128
C -0.6289 -2.5298 -2.1155
C -0.1013 -1.6508 -1.1949
N -0.5756 -0.4031 -1.0604
C -1.5844 0.0143 -1.8486
C -2.1766 -0.8210 -2.7658
H -2.2080 -4.6039 -5.1115
H -0.7255 -4.0461 -4.4384
H -0.2293 -3.5330 -2.1739
H 0.7135 -1.9387 -0.5422
H -1.9153 1.0400 -1.7295
H -3.0144 -0.4921 -3.3651
F 0.7766 2.5558 -0.7625
As 2.0508 1.9608 -2.2386
F 1.8481 0.5113 -1.0935
F 3.2593 2.4742 -1.1752
F 3.0593 1.1521 -3.2913
F 1.8811 3.4804 -2.9240
F 0.6022 1.4041 -2.9435
*
```

Summary:
ΔE to the lowest compared entry with this formula, charge and spin	8.8	kJ/mol
<S²>	0.7850
lowest unoccupied orbital energy (alpha / beta)	-9.393 / -8.713	eV

Mulliken atomic charge list, values in e, 2 entries: atom 1 (V): -0.180, atom 2 (I): 0.380

=====

Entry 5:
Computed, not measured: a molecular structure, C18H14BF4FeN5S5, with ωB97M-V/def2-TZVPD.

Geometry as ORCA input:
```
! RIJCOSX wB97M-V def2-TZVPD def2/J DEFGRID3
* xyz -2 5
Fe 1.0206 -0.0922 0.2672
S 0.2666 0.2358 7.4395
C -0.1715 0.2055 5.7958
S -0.0299 1.6692 4.8019
C 0.0960 0.8800 3.2374
C 0.0131 -0.5268 3.2495
S 0.0403 -1.4868 1.8573
S -0.0406 -1.2783 4.8259
S 0.4150 1.8229 1.8657
F 1.9790 1.0996 -1.0947
B 2.8960 0.5996 -2.1017
F 4.1499 1.1667 -1.8925
F 2.9427 -0.7951 -1.9678
F 2.4061 0.9516 -3.3484
N -0.2971 -0.4500 -0.9367
C -1.2481 -0.2809 -1.7293
C -2.3025 0.7779 -1.5344
C -2.6278 1.1600 -0.2332
C -3.5531 2.1634 -0.0022
C -4.1675 2.8076 -1.0692
C -3.8458 2.4402 -2.3672
C -2.9232 1.4289 -2.5970
C -1.3667 -1.1565 -2.9390
C -2.5918 -1.5984 -3.4305
C -2.6475 -2.4604 -4.5162
C -1.4767 -2.8772 -5.1339
C -0.2502 -2.4325 -4.6523
C -0.1926 -1.5832 -3.5597
H -2.1229 0.6706 0.5881
H -3.7846 2.4500 1.0159
H -4.8872 3.5978 -0.8884
H -4.3082 2.9479 -3.2060
H -2.6699 1.1524 -3.6138
H -3.5075 -1.2735 -2.9512
H -3.6079 -2.8089 -4.8784
H -1.5188 -3.5455 -5.9859
H 0.6694 -2.7489 -5.1296
H 0.7599 -1.2406 -3.1630
N 5.0069 -0.3774 5.1703
C 4.1252 -0.1758 4.1486
N 2.8783 0.1536 4.4733
N 4.5710 -0.3368 2.9058
C 3.6250 -0.3784 1.9988
N 2.7836 -0.4088 1.2069
H 4.8277 0.0803 6.0473
H 5.9659 -0.4764 4.8881
H 2.5067 0.0118 5.4054
H 2.1948 0.3161 3.7338
*
```

Summary:
ΔE to the lowest compared entry with this formula, charge and spin	29.0	kJ/mol
<S²>	6.0401
lowest unoccupied orbital energy (alpha / beta)	4.459 / 3.683	eV

Mulliken atomic charge list, values in e, 2 entries: atom 1 (Fe): 0.210, atom 2 (S): -0.493